# 1
C34H47N7O12S3 | ωB97M-V/def2-TZVPD

Structure (SMILES): O=S1(=O)OCCO1.O=S1(=O)OCCO1.O=S1(=O)OCCO1.c1cc[nH]c1.c1cc[nH]c1.c1cc[nH]c1.c1cc[nH]c1.c1cc[nH]c1.c1cc[nH]c1.c1cc[nH]c1
Total energy in Ha: -3804.34266
Gap between HOMO and LUMO in eV: 8.119
Energy relative to the best compared isomer or geometry (same formula, charge and spin) in kJ/mol: 0.00

Each line ends with the Mulliken charge.
Atoms and positions in Å:
O (-3.373, 3.002, -0.328)  -0.508
S (-4.338, 2.161, 0.294)  0.985
O (-5.720, 2.532, 0.306)  -0.608
O (-4.184, 0.611, -0.147)  -0.178
C (-4.295, -0.331, 0.950)  0.080
C (-4.495, 0.555, 2.198)  -0.498
O (-3.862, 1.770, 1.810)  -0.225
H (-5.146, -0.991, 0.807)  0.288
H (-3.341, -0.848, 0.880)  -0.006
H (-4.022, 0.149, 3.086)  0.319
H (-5.521, 0.886, 2.369)  0.360
O (2.860, 2.775, 0.525)  -0.418
S (2.330, 4.073, 0.800)  1.095
O (2.059, 4.404, 2.173)  -0.616
O (3.268, 5.252, 0.131)  -0.424
C (2.683, 5.695, -1.082)  -0.451
C (1.179, 5.587, -0.836)  -0.165
O (1.034, 4.374, -0.152)  -0.087
H (2.903, 6.746, -1.278)  0.364
H (2.977, 5.146, -1.976)  0.301
H (0.756, 5.467, -1.841)  0.105
H (0.642, 6.437, -0.414)  0.269
O (-1.000, 2.545, 2.681)  -0.194
S (-1.467, 2.505, 4.028)  0.891
O (-2.858, 2.638, 4.374)  -0.598
O (-0.788, 1.205, 4.792)  -0.264
C (-0.687, 1.515, 6.170)  -0.382
C (-0.188, 2.972, 6.144)  -0.370
O (-0.604, 3.548, 4.929)  -0.302
H (-1.672, 1.488, 6.646)  0.260
H (-0.052, 0.832, 6.725)  0.359
H (0.896, 3.061, 6.227)  0.281
H (-0.668, 3.519, 6.961)  0.278
C (3.507, 0.182, 2.528)  -0.168
C (2.508, -0.776, 2.856)  -0.180
C (3.006, -2.020, 2.591)  -0.935
N (4.274, -1.863, 2.094)  0.124
C (4.588, -0.518, 2.080)  -1.098
H (3.324, 1.232, 2.683)  0.522
H (1.500, -0.539, 3.161)  0.641
H (2.492, -2.958, 2.715)  0.409
H (4.845, -2.613, 1.754)  0.260
H (5.591, -0.284, 1.760)  0.427
C (1.768, -4.424, 0.294)  0.659
C (2.250, -5.380, 1.213)  -0.951
C (1.616, -6.586, 0.969)  -0.763
N (0.776, -6.358, -0.088)  0.078
C (0.903, -5.078, -0.551)  -1.018
H (2.002, -3.372, 0.305)  0.544
H (2.923, -5.191, 2.036)  0.414
H (1.755, -7.542, 1.438)  0.427
H (0.172, -7.080, -0.439)  0.205
H (0.348, -4.725, -1.402)  0.443
C (5.616, -0.962, -2.350)  -0.735
C (4.563, -1.821, -1.979)  0.150
C (3.668, -1.878, -3.005)  -0.785
N (4.173, -1.128, -4.044)  -0.008
C (5.355, -0.554, -3.640)  -0.604
H (6.486, -0.698, -1.774)  0.395
H (4.322, -2.278, -1.029)  0.439
H (2.774, -2.460, -3.139)  0.583
H (3.727, -1.067, -4.938)  0.201
H (5.887, 0.154, -4.253)  0.401
C (-0.622, -0.793, -1.073)  0.189
C (0.743, -1.115, -1.206)  -1.247
C (1.456, -0.329, -0.344)  -0.554
N (0.583, 0.565, 0.215)  1.299
C (-0.693, 0.271, -0.208)  -2.055
H (-1.408, -1.382, -1.514)  0.945
H (1.172, -1.883, -1.826)  0.237
H (2.477, -0.405, -0.008)  0.652
H (0.818, 1.229, 0.932)  0.017
H (-1.496, 0.815, 0.260)  0.452
C (-0.449, 3.780, -3.878)  -0.545
C (0.811, 3.233, -4.208)  -0.857
C (1.200, 2.433, -3.158)  -0.590
N (0.185, 2.424, -2.242)  0.915
C (-0.882, 3.156, -2.736)  -0.680
H (-0.950, 4.414, -4.592)  0.452
H (1.349, 3.388, -5.130)  0.482
H (2.123, 1.950, -2.873)  0.656
H (0.247, 1.882, -1.394)  -0.132
H (-1.744, 3.232, -2.094)  0.295
C (-3.830, -0.707, -3.188)  0.203
C (-4.829, -0.581, -4.197)  -1.070
C (-4.363, 0.365, -5.079)  -0.594
N (-3.141, 0.814, -4.658)  0.086
C (-2.796, 0.123, -3.538)  -0.622
H (-3.713, -1.458, -2.422)  0.486
H (-5.762, -1.111, -4.280)  0.419
H (-4.756, 0.777, -5.996)  0.408
H (-2.517, 1.509, -5.025)  0.243
H (-1.839, 0.233, -3.057)  0.427
C (-1.734, -3.934, 1.366)  -0.044
C (-2.537, -3.683, 0.205)  0.191
C (-3.847, -3.743, 0.548)  -1.223
N (-3.903, -4.199, 1.848)  0.057
C (-2.632, -4.333, 2.330)  -1.067
H (-0.662, -3.861, 1.408)  0.598
H (-2.134, -3.360, -0.743)  0.421
H (-4.750, -3.575, -0.014)  0.543
H (-4.737, -4.299, 2.393)  0.207
H (-2.462, -4.542, 3.374)  0.385



# 2
C16H19BrFe | ωB97M-V/def2-TZVPD

Multiplicity: 5
Total energy in Ha: -4458.59362
Total charge: -2
Gap between HOMO and LUMO (spin up / spin down) in eV: 3.666 / 4.476

Each line ends with the Löwdin spin population.
Atoms and positions in Å:
C (1.697, 1.376, -0.659)  -0.028
C (1.094, 1.947, 0.473)  -0.065
C (1.231, 1.037, 1.675)  0.070
H (0.600, 2.917, 0.559)  0.002
C (1.857, -0.182, 1.047)  -0.057
C (2.166, 0.042, -0.296)  -0.016
H (2.769, -0.610, -0.909)  0.003
H (1.881, 1.877, -1.598)  0.002
H (1.756, 1.467, 2.526)  0.018
H (2.018, -1.071, 1.645)  0.002
Fe (0.046, 0.204, -0.104)  3.223
Br (-1.513, -0.679, -1.592)  0.119
C (-1.012, -2.192, -4.836)  0.001
C (0.352, -2.622, -4.899)  0.000
C (1.136, -1.532, -5.401)  0.000
H (0.722, -3.608, -4.630)  0.000
C (0.252, -0.433, -5.659)  0.000
C (-1.073, -0.840, -5.303)  0.001
H (-1.973, -0.236, -5.384)  0.000
H (-1.857, -2.787, -4.500)  0.000
H (2.209, -1.543, -5.576)  0.000
H (0.533, 0.534, -6.070)  0.000
C (-2.860, 0.906, 4.579)  0.020
C (-1.374, 0.607, 4.448)  0.077
C (-0.550, 1.770, 5.001)  0.031
C (-1.054, -0.661, 5.235)  0.007
C (-0.982, 0.456, 2.995)  0.417
C (-0.141, 0.588, 2.066)  0.134
H (-3.112, 1.054, 5.633)  0.001
H (-3.471, 0.083, 4.198)  0.007
H (-3.127, 1.817, 4.038)  0.003
H (-0.756, 1.964, 6.057)  0.014
H (0.515, 1.534, 4.903)  0.005
H (-0.769, 2.682, 4.436)  0.003
H (-1.618, -1.523, 4.868)  0.005
H (0.014, -0.896, 5.184)  0.001
H (-1.306, -0.517, 6.290)  0.001



# 3
C4H5NO2 | ωB97M-V/def2-TZVPD

Structure (SMILES): CON=C=CC=O
Total energy in Ha: -360.50580
Gap between HOMO and LUMO in eV: 9.635
Energy relative to the best compared isomer or geometry (same formula, charge and spin) in kJ/mol: 429.58

Each line ends with the Mulliken charge.
Atoms and positions in Å:
C (-0.306, -2.086, -0.456)  -0.637
O (-1.515, -1.367, -0.649)  -0.209
N (-1.592, -0.053, -0.376)  -0.178
C (-0.572, 0.592, -0.205)  0.507
C (0.477, 1.377, -0.171)  -0.528
C (0.809, 2.092, 1.068)  0.023
O (0.205, 1.967, 2.111)  -0.485
H (0.416, -1.564, 0.174)  0.357
H (-0.687, -2.956, 0.060)  0.241
H (0.136, -2.369, -1.420)  0.226
H (1.004, 1.542, -1.101)  0.360
H (1.625, 2.825, 0.966)  0.324



# 4
C4H3ClNS | ωB97M-V/def2-TZVPD

Total energy in Ha: -1067.36268
Total charge: -1
Gap between HOMO and LUMO in eV: 6.958
Energy relative to the best compared isomer or geometry (same formula, charge and spin) in kJ/mol: 51.31

Each line ends with the Mulliken charge.
Atoms and positions in Å:
C (0.053, -0.149, -1.014)  -0.512
C (-0.751, 0.443, -0.016)  -0.304
C (1.097, -0.755, -0.181)  0.179
C (0.919, -0.229, 1.171)  -0.229
N (-0.264, 0.360, 1.268)  -0.734
S (2.145, -2.024, -0.530)  -0.373
Cl (2.424, 1.277, 0.442)  -0.447
H (-0.149, -0.342, -2.090)  0.342
H (-1.630, 0.953, -0.038)  0.555
H (1.408, -0.458, 2.051)  0.523



# 5
C2H2Cl3NO | ωB97M-V/def2-TZVPD

Multiplicity: 3
Total energy in Ha: -1587.82025
Gap between HOMO and LUMO (spin up / spin down) in eV: 8.793 / 9.364
Energy relative to the best compared isomer or geometry (same formula, charge and spin) in kJ/mol: 33.93

Each line ends with the Löwdin spin population.
Atoms and positions in Å:
C (-0.723, 0.343, 0.024)  0.491
C (0.739, 0.519, 0.019)  0.047
N (-1.052, -1.624, 0.489)  0.726
O (-0.721, -2.321, -0.360)  0.618
Cl (1.196, 1.988, -0.933)  0.071
Cl (1.615, -0.845, -0.758)  0.015
Cl (1.376, 0.711, 1.665)  0.004
H (-1.257, 0.845, 0.810)  0.013
H (-1.174, 0.385, -0.956)  0.014



# 6
C4H7NO3 | ωB97M-V/def2-TZVPD

Multiplicity: 2
Total energy in Ha: -437.03497
Total charge: -1
Gap between HOMO and LUMO (spin up / spin down) in eV: 7.843 / 5.352
Energy relative to the best compared isomer or geometry (same formula, charge and spin) in kJ/mol: 132.54

Each line ends with the Löwdin spin population.
Atoms and positions in Å:
C (-1.772, 0.135, -0.618)  0.108
O (-2.293, -1.092, -0.630)  0.747
C (-0.390, 0.521, 0.107)  0.020
C (0.708, -0.325, -0.582)  0.005
C (2.126, -0.242, 0.091)  0.000
O (2.265, -0.644, 1.306)  0.000
O (3.037, 0.241, -0.613)  0.002
N (-0.424, 0.133, 1.613)  0.006
H (-1.496, 0.492, -1.734)  0.089
H (-2.495, 0.923, -0.244)  0.017
H (-0.208, 1.636, -0.023)  0.000
H (0.417, 0.143, -1.556)  0.003
H (0.547, -1.338, -0.733)  0.001
H (0.570, 0.237, 1.934)  0.001
H (-0.593, -0.821, 1.682)  0.001



# 7
CH8NO3Si | ωB97M-V/def2-TZVPD

Total energy in Ha: -612.72984
Total charge: +1
Gap between HOMO and LUMO in eV: 11.180
Energy relative to the best compared isomer or geometry (same formula, charge and spin) in kJ/mol: 100.47

Each line ends with the Mulliken charge.
Atoms and positions in Å:
C (-2.801, -0.574, -0.299)  -0.786
N (-1.789, 0.427, 0.211)  -0.234
O (0.990, 0.283, 0.378)  -0.412
O (3.302, 1.147, -0.855)  -0.449
O (3.292, -1.080, 0.842)  -0.460
Si (2.522, 0.171, 0.148)  0.596
H (-3.791, -0.236, 0.001)  0.340
H (-2.648, -1.631, 0.063)  0.302
H (-2.190, 1.267, -0.051)  0.342
H (-1.534, 0.377, 1.228)  0.352
H (-0.938, 0.277, -0.271)  0.342
H (-2.762, -0.381, -1.348)  0.373
H (4.178, 1.177, -1.048)  0.349
H (4.169, -1.225, 1.002)  0.346



# 8
C4H14N2OSi | ωB97M-V/def2-TZVPD

Structure (SMILES): CN[Si@@H](C)OC.C=N
Total energy in Ha: -635.00257
Gap between HOMO and LUMO in eV: 9.886
Energy relative to the best compared isomer or geometry (same formula, charge and spin) in kJ/mol: 233.53

Each line ends with the Mulliken charge.
Atoms and positions in Å:
C (0.026, -2.329, -1.005)  -0.887
N (0.527, -1.003, -1.207)  -0.155
Si (0.829, 0.004, 0.198)  0.323
C (2.162, -0.666, 1.426)  -0.937
O (0.986, 1.584, -0.184)  -0.206
C (2.129, 2.229, -0.573)  -0.635
H (-1.120, -2.444, -0.991)  0.278
H (0.543, -3.035, -1.767)  0.265
H (0.078, -2.744, 0.003)  0.290
H (0.298, -0.550, -2.023)  0.201
H (-0.469, 0.201, 1.199)  -0.179
H (2.279, 0.272, 2.083)  0.247
H (1.742, -1.577, 1.933)  0.309
H (3.060, -0.869, 0.918)  0.337
H (1.954, 3.260, -0.206)  0.231
H (2.029, 2.126, -1.747)  0.206
H (3.173, 1.961, -0.378)  0.328
C (-4.414, 0.898, 0.549)  -0.204
N (-3.709, 0.051, -0.109)  -0.571
H (-5.528, 0.954, 0.484)  0.228
H (-3.922, 1.555, 1.186)  0.221
H (-2.653, 0.122, 0.212)  0.309



Question: What is the formula in the first record?
Answer: C34H47N7O12S3



Question: Which value of total energy does entry 7 give?
Answer: -612.72984 Ha



Question: Among the records above, which one has the highest total energy?
Answer: C4H5NO2



Question: Among the records above, which one has the lowest total energy?
Answer: C16H19BrFe